# 1
# C33H42NO11PS2Ta

C33H42NO11PS2Ta as an isolated structure at a distorted geometry (ωB97M-V/def2-TZVPD, the OMol25 dataset).

Geometry as XYZ:
```
91
Properties=species:S:1:pos:R:3
Ta -0.146 1.611 -1.718
O 3.730 2.305 -2.237
C 2.662 2.809 -2.250
O 1.524 2.013 -2.265
C 2.362 4.256 -2.197
C 3.478 5.087 -2.315
C 3.353 6.458 -2.261
C 2.094 7.017 -2.076
C 0.979 6.208 -1.953
C 1.086 4.818 -2.019
S -0.498 4.008 -1.882
H 4.445 4.618 -2.451
H 4.227 7.089 -2.367
H 1.979 8.094 -2.026
H -0.003 6.648 -1.811
C 0.431 0.673 4.700
C -0.459 0.769 3.490
O 0.357 1.233 2.369
P -0.264 1.879 1.070
O -1.034 3.123 1.690
C -2.393 3.490 1.303
C -3.393 2.474 1.803
O 1.110 2.393 0.397
C 2.337 2.829 1.091
C 2.108 4.083 1.897
H -0.096 0.152 5.503
H 0.721 1.664 5.058
H 1.337 0.109 4.455
H -1.271 1.480 3.650
H -0.878 -0.199 3.229
H -2.450 3.613 0.230
H -2.558 4.461 1.757
H -3.185 1.479 1.388
H -4.400 2.764 1.487
H -3.384 2.410 2.895
H 3.050 3.004 0.298
H 2.682 1.996 1.693
H 1.696 4.877 1.266
H 3.069 4.420 2.296
H 1.427 3.911 2.729
C 1.396 -3.505 3.697
C 0.209 -3.278 2.792
C 0.338 -3.363 1.406
C -0.749 -3.163 0.572
C -1.979 -2.841 1.143
C -2.140 -2.751 2.524
C -1.042 -2.981 3.335
S -3.391 -2.661 0.128
O -3.473 -3.753 -0.798
O -4.516 -2.326 0.960
N -2.943 -1.333 -0.789
C -4.096 -0.682 -1.469
C -3.634 0.118 -2.675
C -2.463 1.007 -2.461
O -1.730 1.470 -3.370
O -2.076 1.313 -1.238
H 2.263 -3.859 3.139
H 1.162 -4.240 4.471
H 1.677 -2.578 4.206
H 1.302 -3.608 0.973
H -0.653 -3.272 -0.509
H -3.118 -2.528 2.938
H -1.157 -2.937 4.415
H -2.425 -0.679 -0.203
H -4.685 -0.078 -0.783
H -4.750 -1.462 -1.855
H -4.455 0.753 -3.016
H -3.363 -0.530 -3.506
C 1.794 -6.515 -1.468
C 1.468 -5.049 -1.623
C 2.200 -4.087 -0.931
C 1.882 -2.742 -0.987
C 2.756 -1.758 -0.232
C 0.796 -2.347 -1.806
C 0.090 -3.288 -2.583
C -1.051 -2.946 -3.522
C 0.437 -4.629 -2.448
C 0.392 -0.930 -1.801
O 0.068 -0.259 -2.849
O 0.337 -0.236 -0.706
H 2.869 -6.691 -1.539
H 1.292 -7.119 -2.223
H 1.469 -6.871 -0.486
H 3.049 -4.400 -0.325
H 3.552 -2.287 0.289
H 2.190 -1.190 0.502
H 3.224 -1.045 -0.915
H -0.828 -2.082 -4.139
H -1.959 -2.746 -2.951
H -1.253 -3.793 -4.178
H -0.118 -5.367 -3.021
```

Output
total charge	+1
E_tot	-3359.86187	a.u.
Kohn-Sham gap	0.2771	Eh
LUMO	-3.79	eV

These are the Löwdin partial charges, in e, on atoms 1 to 4: 1.746 0.176 -0.473 -0.241

---

# 2
# C33H43F9O29

A 11-piece molecular cluster, C33H43F9O29 overall at a distorted geometry (ωB97M-V/def2-TZVPD, the OMol25 dataset).

Geometry as XYZ:
```
114
Properties=species:S:1:pos:R:3
O -21.256 -1.112 2.171
C -20.594 -0.838 3.114
O -20.345 -1.674 4.121
C -19.735 -0.976 5.185
C -19.157 0.247 4.522
F -17.865 0.066 4.150
O -19.960 0.357 3.361
H -20.512 -0.676 5.906
H -19.033 -1.620 5.696
H -19.255 1.173 5.077
O -24.770 6.608 -0.802
C -24.970 5.903 -1.713
O -24.161 4.858 -1.985
C -24.550 4.256 -3.190
C -25.932 4.790 -3.357
F -26.936 4.003 -2.909
O -25.943 5.975 -2.606
H -23.908 4.647 -3.998
H -24.564 3.182 -3.205
H -26.036 5.017 -4.417
O -19.106 -3.914 -4.441
C -19.808 -3.130 -4.907
O -19.944 -1.854 -4.481
C -20.736 -1.087 -5.385
C -21.109 -2.123 -6.438
F -20.560 -1.950 -7.606
O -20.695 -3.379 -5.911
H -21.646 -0.746 -4.831
H -20.167 -0.226 -5.813
H -22.186 -2.166 -6.555
O -21.539 7.424 -3.881
C -20.954 6.489 -3.443
O -21.157 5.200 -3.785
C -20.278 4.338 -3.035
C -19.440 5.315 -2.214
F -18.167 5.255 -2.682
O -20.026 6.565 -2.407
H -20.905 3.670 -2.439
H -19.658 3.724 -3.720
H -19.404 5.174 -1.126
O -15.897 4.201 -0.918
C -16.625 3.682 -0.187
O -16.566 3.801 1.155
C -17.513 2.875 1.663
C -18.290 2.355 0.435
F -19.520 2.910 0.255
O -17.501 2.740 -0.631
H -16.989 2.047 2.143
H -18.155 3.342 2.415
H -18.408 1.261 0.413
O -18.947 1.671 -5.232
C -17.946 1.718 -4.665
O -17.249 0.700 -4.147
C -16.128 1.247 -3.413
C -15.998 2.670 -3.907
F -15.096 2.810 -4.891
O -17.230 2.869 -4.492
H -16.438 1.265 -2.374
H -15.300 0.571 -3.599
H -15.786 3.411 -3.115
O -17.375 -0.903 -0.719
C -16.691 -1.555 -1.359
O -17.029 -2.698 -2.071
C -15.894 -3.113 -2.826
C -14.724 -2.263 -2.351
F -14.188 -1.634 -3.341
O -15.339 -1.383 -1.500
H -15.734 -4.174 -2.602
H -16.091 -3.042 -3.913
H -13.899 -2.765 -1.842
O -24.335 1.502 -4.891
C -23.747 1.812 -5.875
O -23.598 3.116 -6.248
C -22.628 3.147 -7.311
C -22.447 1.709 -7.721
F -21.151 1.305 -7.698
O -23.161 0.965 -6.754
H -23.025 3.860 -8.008
H -21.682 3.569 -6.953
H -22.870 1.475 -8.729
O -23.337 -4.333 -0.767
C -22.197 -4.071 -0.692
O -21.634 -2.996 -0.219
C -20.234 -3.067 -0.293
C -19.969 -4.360 -1.032
F -19.230 -5.223 -0.319
O -21.215 -4.880 -1.247
H -19.878 -2.175 -0.838
H -19.789 -3.006 0.748
H -19.434 -4.264 -1.987
C -25.366 -1.236 -0.777
C -26.023 -1.112 0.589
C -25.143 -0.401 1.541
O -27.249 -0.323 0.610
H -24.316 -1.528 -0.710
H -25.443 -0.361 -1.399
H -25.892 -1.983 -1.386
H -26.260 -2.110 0.979
H -24.172 -0.873 1.761
H -25.659 -0.339 2.512
H -25.030 0.651 1.220
H -27.968 -0.729 0.099
C -20.187 0.565 -2.052
C -21.661 0.732 -2.021
C -22.166 1.032 -0.611
O -22.070 1.768 -2.941
H -19.885 0.161 -3.019
H -19.878 -0.007 -1.166
H -19.691 1.540 -2.089
H -22.150 -0.225 -2.339
H -21.972 0.141 -0.023
H -23.248 1.083 -0.647
H -21.729 1.923 -0.169
H -23.001 1.590 -3.129
```

Output
E_tot	-4364.15764	a.u.
relative energy (zero: lowest compared OMol25 entry of this formula, charge and spin)	0.0000	eV
Kohn-Sham gap	0.3694	Eh
structure (SMILES)	O=C1OC[C@@H](F)O1.O=C1OC[C@@H](F)O1.O=C1OC[C@@H](F)O1.O=C1OC[C@@H](F)O1.O=C1OC[C@@H](F)O1.O=C1OC[C@@H](F)O1.O=C1OC[C@@H](F)O1.O=C1OC[C@@H](F)O1.O=C1OC[C@@H](F)O1.CC(C)O.CC(C)O
LUMO	0.05	eV

These are the Löwdin partial charges, in e, on atoms 1 to 4: 0.180 -0.533 0.094 -0.060

---

# 3
# C33H43FeN5P2

C33H43FeN5P2 as an isolated structure at a distorted geometry (ωB97M-V/def2-TZVPD, the OMol25 dataset).

Geometry as XYZ:
```
84
Properties=species:S:1:pos:R:3
Fe -0.341 -1.608 -0.244
C -0.754 3.623 3.302
C -1.186 2.727 2.406
C -0.372 2.131 1.278
C 0.988 1.565 1.710
C 2.195 2.407 1.445
C 2.221 3.749 1.467
C 1.063 4.656 1.768
C 0.439 4.508 3.184
C 0.743 -2.761 0.905
H -1.332 3.743 4.228
H -2.192 2.293 2.496
H -0.251 2.805 0.419
H -0.966 1.283 0.904
H 0.922 1.298 2.771
H 1.148 0.600 1.200
H 3.130 1.858 1.259
H 3.165 4.278 1.278
H 0.274 4.578 1.013
H 1.442 5.688 1.692
H 1.209 4.204 3.908
H 0.135 5.519 3.497
H -0.139 -2.811 1.579
H 1.580 -2.323 1.469
H 0.981 -3.725 0.429
P 1.556 -1.469 -1.149
P -2.242 -0.693 -0.856
N 2.800 -0.236 -1.443
N 2.263 -2.658 -2.328
N -2.223 0.897 -1.704
N -3.765 -1.212 -1.686
C 0.264 -0.757 -2.235
C -1.094 -1.467 -2.098
C 4.011 -0.172 -0.747
C 4.892 0.625 -1.473
C 4.216 1.042 -2.664
C 2.942 0.489 -2.631
C 2.656 -3.948 -1.995
C 3.036 -4.612 -3.164
C 2.844 -3.699 -4.252
C 2.377 -2.506 -3.709
C -2.472 2.127 -1.108
C -2.262 3.130 -2.050
C -1.850 2.495 -3.263
C -1.860 1.124 -3.031
C -4.527 -0.482 -2.611
C -5.206 -1.369 -3.438
C -4.882 -2.695 -2.995
C -3.996 -2.569 -1.933
H 0.570 -0.916 -3.281
H 0.222 0.334 -2.095
H -1.575 -1.687 -3.058
H -0.997 -2.508 -1.643
H 4.123 -0.681 0.204
H 5.907 0.885 -1.195
H 4.601 1.662 -3.465
H 2.117 0.572 -3.330
H 2.605 -4.290 -0.969
H 3.389 -5.631 -3.243
H 2.992 -3.887 -5.307
H 2.080 -1.588 -4.200
H -2.784 2.181 -0.073
H -2.387 4.192 -1.888
H -1.570 2.957 -4.200
H -1.577 0.310 -3.684
H -4.516 0.598 -2.613
H -5.839 -1.088 -4.265
H -5.254 -3.619 -3.411
H -3.504 -3.324 -1.334
C 1.834 -0.602 4.215
C 0.367 -0.730 4.260
C -0.504 -0.136 5.243
C -1.791 -0.613 4.961
C -1.658 -1.460 3.804
C -2.750 -2.220 3.177
N -0.362 -1.505 3.408
H 2.283 -1.490 3.755
H 2.222 -0.476 5.234
H 2.174 0.268 3.636
H -0.167 0.524 6.031
H -2.721 -0.443 5.483
H -3.058 -3.061 3.817
H -3.623 -1.573 3.019
H -2.435 -2.625 2.207
```

Output
E_tot	-3503.12015	a.u.
spin multiplicity	5
relative energy (zero: lowest compared OMol25 entry of this formula, charge and spin)	1.7689	eV
Kohn-Sham gap (spin up / spin down)	0.2400 / 0.2199	Eh
LUMO (spin up / spin down)	0.07 / -1.56	eV

These are the Löwdin partial charges, in e, on atoms 1 to 4: -0.018 -0.121 -0.104 -0.209

---

# 4
# C33H43GeMnN4SSiTe4

C33H43GeMnN4SSiTe4 as an isolated structure (ωB97M-V/def2-TZVPD, the OMol25 dataset).

Geometry as XYZ:
```
88
Properties=species:S:1:pos:R:3
Mn 1.461 0.049 1.322
Te 4.224 -1.419 2.995
Te 5.091 -1.053 0.558
Te 5.345 1.663 0.219
Te 3.062 0.387 -0.690
N -1.854 0.792 1.991
C -1.497 1.176 3.406
C -1.335 -0.111 4.205
C 0.083 -0.663 4.194
N 0.520 -1.076 2.831
C 1.039 0.375 4.755
C 1.090 1.635 3.901
N 1.973 1.416 2.725
C -0.316 2.157 3.557
H -2.719 0.252 1.997
H -1.144 0.196 1.515
H -2.007 1.627 1.397
H -2.388 1.707 3.739
H -2.051 -0.859 3.850
H -1.604 0.081 5.245
H 0.084 -1.543 4.842
H -0.149 -1.711 2.394
H 1.363 -1.647 2.960
H 2.048 -0.029 4.876
H 0.691 0.639 5.756
H 1.569 2.419 4.492
H 2.864 1.037 3.065
H 2.219 2.306 2.295
H -0.272 2.835 2.704
H -0.608 2.781 4.404
C 0.307 -6.535 -0.871
Si 0.719 -4.878 -1.598
C 2.524 -4.554 -1.343
C 0.333 -4.835 -3.410
C -0.498 -3.651 -0.771
C -1.827 -4.043 -0.898
C -2.863 -3.322 -0.318
C -2.512 -2.204 0.402
N -1.256 -1.771 0.545
C -0.278 -2.468 -0.041
S 1.426 -1.928 0.145
H 0.881 -7.316 -1.373
H -0.747 -6.798 -0.971
H 0.563 -6.567 0.190
H 3.056 -5.392 -1.802
H 2.795 -4.520 -0.288
H 2.858 -3.636 -1.826
H 0.871 -5.629 -3.932
H 0.633 -3.881 -3.850
H -0.732 -4.980 -3.607
H -2.069 -4.938 -1.460
H -3.895 -3.626 -0.410
H -3.289 -1.625 0.898
C 0.573 0.936 0.365
Ge -0.133 1.942 -1.254
C -0.300 0.588 -2.590
C -1.429 -0.235 -2.619
C -1.559 -1.216 -3.591
C -0.556 -1.397 -4.533
C 0.577 -0.598 -4.506
C 0.703 0.393 -3.542
C 1.230 3.247 -1.607
C 1.891 3.886 -0.553
C 2.834 4.874 -0.799
C 3.128 5.233 -2.108
C 2.469 4.619 -3.163
C 1.520 3.636 -2.916
C -1.799 2.747 -0.673
C -1.786 3.682 0.372
C -2.954 4.299 0.799
C -4.159 4.002 0.170
C -4.182 3.109 -0.890
C -3.012 2.485 -1.311
H -2.225 -0.108 -1.895
H -2.445 -1.835 -3.620
H -0.661 -2.157 -5.295
H 1.357 -0.736 -5.243
H 1.590 1.016 -3.541
H 1.676 3.613 0.478
H 3.331 5.371 0.024
H 3.861 6.003 -2.305
H 2.689 4.911 -4.181
H 1.003 3.184 -3.754
H -0.847 3.974 0.829
H -2.925 5.030 1.596
H -5.071 4.487 0.489
H -5.114 2.900 -1.398
H -3.056 1.794 -2.144
```

Output
total charge	+2
E_tot	-6489.49572	a.u.
relative energy (zero: lowest compared OMol25 entry of this formula, charge and spin)	0.4080	eV
Kohn-Sham gap	0.2177	Eh
LUMO	-6.56	eV

These are the Löwdin partial charges, in e, on atoms 1 to 4: -0.160 0.227 0.200 0.279

---

Among the records above, which one has the highest E_tot?
C33H42NO11PS2Ta

---

Which of these has the lowest E_tot?
C33H43GeMnN4SSiTe4